{
  "formula": "C47H38ClF6N3O8PbS2Sb",
  "method": "ωB97M-V/def2-TZVPD",
  "e_tot_ev": -132491.62832,
  "orbital_gap_ev": 6.597,
  "total_charge": -1,
  "relative_energy_kj_mol": 16.1,
  "symbols": ["Pb", "C", "O", "C", "C", "C", "C", "C", "C", "N", "N", "C", "C", "O", "C", "C", "C", "C", "C", "C", "C", "C", "H", "H", "H", "H", "H", "H", "H", "H", "H", "H", "H", "H", "H", "F", "C", "F", "F", "S", "O", "O", "N", "S", "O", "O", "C", "F", "F", "F", "C", "C", "C", "C", "C", "C", "C", "Sb", "C", "C", "C", "C", "C", "C", "C", "C", "C", "C", "C", "C", "C", "C", "H", "H", "H", "H", "H", "H", "H", "H", "H", "H", "H", "H", "H", "H", "H", "H", "H", "H", "H", "H", "H", "Cl", "C", "C", "C", "C", "C", "C", "C", "O", "O", "H", "H", "H", "H"],
  "coordinates": [[-0.955923, -1.348215, -0.831318], [-3.373123, 0.440785, -2.815118], [-2.026023, 0.567985, -2.368118], [-1.106423, 1.017585, -3.299018], [-1.379623, 2.147585, -4.055318], [-0.452023, 2.644885, -4.953218], [0.765977, 2.002785, -5.106718], [1.037577, 0.860185, -4.386318], [0.117177, 0.336285, -3.469718], [0.379377, -0.806815, -2.730018], [1.554777, -1.311215, -2.945918], [2.048377, -2.396115, -2.369718], [1.305777, -3.414915, -1.663918], [0.060277, -3.361215, -1.418518], [2.018277, -4.592315, -1.250918], [3.367377, -4.652815, -1.275518], [4.146677, -3.594515, -1.827918], [5.544177, -3.588915, -1.725618], [6.284077, -2.564015, -2.261918], [5.640577, -1.540115, -2.954918], [4.268977, -1.516415, -3.048018], [3.488477, -2.517415, -2.457018], [-3.411823, 0.347185, -3.901718], [-3.779923, -0.463815, -2.362418], [-3.963123, 1.306885, -2.500818], [-2.325923, 2.650185, -3.918318], [-0.689123, 3.522485, -5.537218], [1.501477, 2.389785, -5.796118], [1.961777, 0.322785, -4.521918], [1.415877, -5.368615, -0.800118], [3.882377, -5.507215, -0.853018], [6.033977, -4.391715, -1.191818], [7.359277, -2.545615, -2.147718], [6.222177, -0.746115, -3.401518], [3.766077, -0.708115, -3.552518], [-5.870223, -4.129115, -2.178418], [-5.278423, -4.122815, -0.972118], [-5.548923, -5.295215, -0.395918], [-5.879923, -3.165215, -0.266618], [-3.410123, -3.849415, -1.204918], [-3.360023, -2.403315, -1.277918], [-3.143523, -4.585515, -2.391518], [-2.727923, -4.464215, 0.055382], [-2.762023, -3.604715, 1.377482], [-1.900623, -2.454215, 1.424682], [-4.074923, -3.434415, 1.911882], [-1.939323, -4.868215, 2.494682], [-1.783423, -4.406215, 3.739082], [-2.690923, -5.968115, 2.577682], [-0.740023, -5.234115, 2.055982], [-2.630223, 3.561885, -0.499118], [-2.051423, 4.166585, 0.747682], [-2.222723, 5.522185, 1.000082], [-1.675123, 6.113285, 2.125082], [-0.957223, 5.340085, 3.019082], [-0.794223, 3.985785, 2.778782], [-1.326723, 3.386885, 1.648282], [-0.962023, 1.235785, 1.232782], [-2.202323, 0.640985, 2.908482], [-1.698423, 0.698285, 4.197982], [-2.387423, 0.134385, 5.258882], [-3.585623, -0.516215, 5.020182], [-4.111123, -0.545615, 3.739682], [-3.439023, 0.042685, 2.674782], [-4.066223, 0.052985, 1.312382], [0.970477, 1.237885, 2.218982], [1.797777, 2.320285, 1.948482], [3.109577, 2.358285, 2.383682], [3.608177, 1.297785, 3.119382], [2.799177, 0.207085, 3.373482], [1.487177, 0.142185, 2.908582], [0.712477, -1.115915, 3.159182], [-3.181823, 4.307485, -1.070118], [-3.303123, 2.743385, -0.245018], [-1.831923, 3.155685, -1.122418], [-2.786423, 6.128385, 0.301582], [-1.807423, 7.172685, 2.299482], [-0.517423, 5.791085, 3.897782], [-0.221323, 3.389485, 3.476582], [-0.743323, 1.179985, 4.374882], [-1.977723, 0.181585, 6.261082], [-4.109423, -0.998115, 5.834982], [-5.048823, -1.051715, 3.554882], [-5.032623, -0.445815, 1.326582], [-3.438823, -0.475115, 0.594182], [-4.200023, 1.081485, 0.969582], [1.410477, 3.148785, 1.368482], [3.735977, 3.208985, 2.150882], [4.627277, 1.314285, 3.482082], [3.197677, -0.639815, 3.919182], [1.388677, -1.965315, 3.077682], [-0.082723, -1.251415, 2.432282], [0.266977, -1.112015, 4.156282], [4.419577, 4.727885, -2.368318], [3.796177, 3.240085, -1.732018], [4.674377, 2.294885, -1.230918], [4.171877, 1.105585, -0.736918], [2.802877, 0.875585, -0.715018], [1.941377, 1.840785, -1.218118], [2.429877, 3.022685, -1.740018], [2.254177, -0.414015, -0.124018], [3.016277, -1.306715, 0.201382], [0.979177, -0.415615, 0.007482], [5.734077, 2.495785, -1.230718], [4.827777, 0.338985, -0.356318], [0.876777, 1.658685, -1.186718], [1.758977, 3.767485, -2.136918]],
  "forces_ev_per_a": [[0.3, -0.1, 0.0], [-0.4, 0.0, 0.0], [0.6, -0.1, -0.3], [0.2, 0.0, -0.2], [0.0, 0.0, 0.1], [-0.1, 0.1, -0.1], [0.0, 0.0, 0.0], [-0.2, -0.1, 0.0], [-0.2, 0.8, -0.5], [0.9, -1.5, 0.0], [-0.9, 1.0, -0.2], [-0.4, -0.6, 0.3], [-0.2, 0.3, -0.2], [0.2, 0.2, -0.1], [0.3, -0.2, 0.3], [-0.5, -0.1, 0.1], [0.2, 0.4, -0.2], [0.0, 0.0, -0.1], [0.2, -0.1, 0.0], [-0.1, 0.0, -0.1], [0.1, 0.0, -0.1], [0.4, -0.2, 0.1], [0.0, 0.0, 0.0], [0.0, 0.1, 0.0], [0.1, 0.0, 0.0], [-0.1, 0.0, 0.0], [0.0, 0.1, 0.0], [0.1, 0.0, -0.1], [0.1, 0.0, 0.0], [0.0, -0.1, 0.0], [0.0, 0.0, 0.0], [0.0, -0.1, 0.0], [0.1, 0.0, 0.0], [0.0, 0.1, 0.0], [0.0, 0.1, 0.0], [0.3, 0.0, -0.1], [-0.2, -0.1, -0.1], [0.3, 0.0, 0.1], [0.3, 0.1, 0.1], [-1.9, -0.3, -0.5], [0.0, 0.0, 0.0], [0.4, -0.3, 0.0], [0.3, 0.3, -0.2], [0.1, -0.8, 1.4], [0.4, -0.1, 0.0], [-0.4, 0.1, 0.2], [0.0, -0.4, 0.1], [-0.2, 0.4, -0.2], [-0.2, 0.0, -0.2], [0.1, 0.2, -0.3], [0.1, 0.1, 0.0], [0.0, 0.0, -0.1], [-0.1, 0.1, 0.0], [0.0, 0.1, 0.0], [0.0, 0.1, 0.1], [0.1, -0.1, 0.2], [0.2, -0.6, -0.3], [-0.1, 1.3, 1.2], [0.4, -0.1, -0.3], [0.1, 0.1, 0.1], [0.0, 0.0, 0.1], [0.0, 0.0, 0.1], [-0.1, 0.0, 0.0], [-0.2, 0.0, 0.1], [0.0, -0.1, 0.0], [-0.4, 0.1, -0.1], [-0.1, 0.2, 0.0], [0.1, 0.1, 0.1], [0.1, 0.1, 0.0], [0.0, -0.1, 0.0], [0.1, 0.0, 0.2], [0.1, 0.0, 0.0], [0.0, 0.0, -0.1], [-0.1, -0.1, -0.1], [-0.1, -0.1, -0.1], [0.0, 0.0, -0.1], [0.0, 0.0, 0.0], [0.0, 0.0, 0.1], [0.0, 0.0, 0.1], [0.0, 0.0, 0.0], [0.0, 0.0, 0.0], [-0.1, 0.0, 0.0], [-0.1, 0.0, 0.0], [-0.1, 0.0, 0.0], [0.0, 0.0, -0.1], [-0.1, 0.0, -0.1], [0.0, 0.1, 0.0], [0.0, 0.0, 0.0], [0.1, 0.0, 0.0], [0.0, 0.0, 0.0], [0.0, -0.1, 0.0], [-0.1, -0.1, 0.0], [0.0, -0.1, 0.0], [0.1, 0.3, -0.1], [-0.1, -0.1, 0.1], [0.0, 0.0, 0.0], [-0.2, -0.1, 0.0], [-0.1, -0.2, 0.0], [0.1, -0.1, 0.1], [0.0, 0.1, 0.0], [0.3, 0.4, 0.0], [0.3, -0.2, 0.2], [-0.2, -0.4, -0.1], [0.1, 0.0, 0.0], [0.1, -0.1, 0.1], [0.0, 0.0, 0.0], [-0.1, 0.1, -0.1]]
}


{
  "formula": "C47H38IrN3O2PSe2",
  "method": "ωB97M-V/def2-TZVPD",
  "e_tot_ev": -200728.89226,
  "orbital_gap_ev": [4.607, 3.218],
  "multiplicity": 2,
  "total_charge": 2,
  "s_squared": 0.7864,
  "relative_energy_kj_mol": 145.5,
  "symbols": ["Ir", "Se", "Se", "C", "C", "C", "C", "C", "N", "C", "C", "C", "C", "C", "N", "H", "H", "H", "H", "H", "H", "H", "H", "C", "C", "C", "C", "C", "C", "P", "C", "C", "C", "C", "C", "C", "C", "C", "C", "C", "C", "C", "C", "C", "C", "C", "H", "H", "H", "H", "H", "H", "H", "H", "H", "H", "H", "H", "H", "H", "H", "H", "C", "C", "C", "C", "C", "C", "N", "C", "C", "C", "C", "C", "C", "C", "O", "O", "C", "C", "H", "H", "H", "H", "H", "H", "H", "H", "H", "H", "H", "H", "H", "H"],
  "coordinates": [[0.672408, 0.270406, -1.978873], [3.426016, 2.493573, -2.697437], [3.803344, 0.755215, -4.310232], [3.782482, -0.502817, -2.852802], [4.967011, -1.207209, -2.676119], [5.090866, -2.104537, -1.631310], [4.007222, -2.282072, -0.797891], [2.851799, -1.570398, -1.047346], [2.712853, -0.679248, -2.048971], [1.619159, 2.926172, -3.173507], [1.402736, 4.220795, -3.621145], [0.220707, 4.539346, -4.268589], [-0.690181, 3.521039, -4.486496], [-0.424396, 2.282510, -3.941618], [0.679126, 2.004557, -3.234623], [5.785873, -1.030802, -3.357349], [6.013015, -2.647552, -1.478625], [4.030715, -2.981378, 0.024681], [1.971612, -1.737449, -0.445424], [2.194980, 4.948980, -3.519946], [0.049297, 5.539199, -4.644055], [-1.599404, 3.670756, -5.050504], [-1.122341, 1.489535, -4.062033], [-5.018248, 0.727943, -4.339845], [-3.829458, 0.093878, -4.681728], [-2.750217, 0.136448, -3.816749], [-2.848316, 0.824230, -2.605669], [-4.052351, 1.428541, -2.251189], [-5.132311, 1.382113, -3.122730], [-1.490185, 0.744791, -1.408117], [-1.646038, 2.139908, -0.293476], [-1.838295, 3.423888, -0.803468], [-1.794052, 4.517592, 0.045385], [-1.560915, 4.337889, 1.402860], [-1.390945, 3.060130, 1.918019], [-1.428802, 1.962269, 1.073343], [-1.910492, -0.823401, -0.632661], [-2.939714, -1.093675, 0.226704], [-3.289574, -2.432707, 0.491064], [-2.654095, -3.454842, -0.155069], [-1.609125, -3.201659, -1.078716], [-0.969290, -4.231070, -1.803769], [0.027170, -3.934906, -2.701410], [0.457866, -2.614321, -2.883196], [-0.116088, -1.564811, -2.182383], [-1.207735, -1.864663, -1.294837], [-5.858523, 0.703003, -5.019879], [-3.747031, -0.440011, -5.618352], [-1.840041, -0.399636, -4.067227], [-4.153266, 1.941384, -1.303709], [-6.064427, 1.854962, -2.845562], [-2.041445, 3.571696, -1.858087], [-1.955090, 5.510956, -0.350029], [-1.524034, 5.195150, 2.061031], [-1.239287, 2.920305, 2.979892], [-1.307913, 0.962274, 1.471430], [-3.501505, -0.290900, 0.688908], [-4.091764, -2.645613, 1.184127], [-2.958404, -4.479431, 0.017166], [-1.286670, -5.254945, -1.654097], [0.496937, -4.727406, -3.268126], [1.264576, -2.422256, -3.579220], [-1.476475, -3.783373, 5.443859], [-0.176007, -3.094121, 5.137389], [0.972254, -3.458349, 5.836028], [2.199511, -2.858099, 5.595400], [2.297803, -1.859487, 4.648365], [1.148356, -1.467195, 3.954982], [1.219755, -0.495008, 2.948300], [2.006123, 0.632337, 2.914596], [2.635440, 1.110542, 4.077175], [3.471144, 2.206475, 4.019444], [3.689571, 2.866653, 2.814505], [3.035888, 2.449498, 1.675629], [2.176749, 1.349775, 1.696187], [1.511905, 0.987309, 0.424254], [1.645474, 1.735193, -0.565879], [0.817130, -0.089492, 0.312664], [-0.095076, -2.082824, 4.176658], [-1.296302, -1.617091, 3.406794], [-1.307252, -4.659738, 6.065900], [-1.986174, -4.110567, 4.536852], [-2.154829, -3.120278, 5.984996], [0.903689, -4.247016, 6.574287], [3.079376, -3.190315, 6.128707], [3.254611, -1.425722, 4.397344], [0.728027, -0.672599, 2.084421], [2.428590, 0.634012, 5.023464], [3.948837, 2.559751, 4.922891], [4.347733, 3.722945, 2.774389], [3.168321, 2.977608, 0.741818], [-1.326306, -0.527143, 3.342239], [-2.220747, -1.939853, 3.878613], [-1.292935, -2.015547, 2.387320]],
  "forces_ev_per_a": [[0.3, 0.4, 2.7], [0.5, -0.3, -0.8], [-0.7, 0.8, 1.2], [0.1, -0.3, -0.1], [-0.1, 0.1, -0.1], [0.1, 0.0, -0.1], [-0.1, -0.1, 0.1], [-0.1, -0.1, -0.1], [0.3, 0.0, -0.2], [1.4, 0.6, 0.1], [-0.2, 0.2, -0.1], [0.2, 0.1, 0.1], [0.0, -0.2, 0.1], [-0.3, 0.5, -0.3], [-0.8, -1.6, -0.6], [0.0, 0.0, 0.0], [0.0, 0.0, 0.0], [0.0, 0.0, 0.0], [0.1, 0.0, 0.1], [0.0, 0.0, 0.0], [0.0, 0.0, 0.0], [0.0, 0.0, 0.0], [-0.1, -0.2, -0.1], [0.0, 0.0, 0.0], [0.0, 0.0, 0.0], [-0.2, -0.2, 0.1], [0.1, 0.1, -0.2], [0.1, 0.1, 0.0], [0.0, 0.0, 0.0], [-0.5, 0.1, 0.5], [0.1, 0.0, 0.1], [0.0, 0.0, -0.1], [0.0, 0.0, 0.0], [0.0, 0.0, 0.0], [0.0, 0.0, 0.0], [-0.1, -0.1, 0.0], [0.4, -0.3, -0.4], [-0.1, -0.1, 0.1], [-0.1, 0.2, 0.0], [0.1, -0.2, -0.2], [-0.1, 0.2, 0.2], [-0.1, 0.0, 0.1], [0.2, 0.2, -0.3], [0.4, -0.5, -0.2], [0.0, 1.1, -0.2], [-0.3, 0.1, 0.4], [0.0, 0.0, 0.0], [0.0, 0.0, 0.0], [0.0, 0.0, -0.1], [0.0, 0.0, 0.0], [0.0, 0.0, 0.0], [0.0, 0.0, 0.0], [0.0, 0.0, 0.0], [0.0, 0.0, 0.0], [0.0, 0.0, 0.0], [0.1, 0.0, 0.1], [0.0, 0.0, 0.0], [0.0, 0.0, 0.0], [0.0, 0.0, 0.0], [0.0, 0.0, 0.0], [0.0, 0.0, 0.0], [0.0, 0.0, 0.0], [0.0, 0.0, 0.0], [0.2, 0.0, 0.0], [0.0, -0.1, 0.0], [-0.2, -0.1, 0.0], [-0.4, -0.1, -0.3], [0.0, -0.4, 0.3], [0.1, 0.7, -0.6], [-0.2, -0.4, -0.1], [0.0, 0.3, -0.1], [-0.3, -0.3, 0.0], [0.1, 0.3, -0.4], [0.1, 0.3, 0.2], [-0.4, -0.6, -0.1], [0.9, 0.4, 2.3], [-0.6, -0.2, -1.5], [-0.5, -0.2, -2.2], [0.4, 0.3, 0.3], [-0.1, 0.0, 0.0], [0.0, 0.0, 0.0], [0.0, 0.0, 0.0], [0.0, 0.0, 0.0], [0.0, 0.0, 0.0], [0.0, 0.0, 0.0], [0.0, 0.1, 0.0], [0.0, -0.2, 0.3], [0.1, -0.1, 0.0], [0.0, 0.0, 0.0], [0.0, 0.0, 0.0], [0.0, 0.0, 0.0], [0.0, 0.0, 0.0], [0.0, 0.0, 0.0], [0.0, 0.0, 0.0]]
}